The molecule C6H13N, computed with ωB97M-V/def2-TZVPD.

```
20
Properties=species:S:1:pos:R:3:forces:R:3
C 2.9661 -0.2635 -0.0253 0.05 0.01 -0.01
C 1.4721 -0.5400 0.1153 -0.04 -0.02 0.04
C 0.6219 0.2817 -0.8465 0.14 0.04 -0.01
N -0.7781 -0.0999 -0.7387 0.09 -0.05 -0.03
C -1.7664 0.9486 -0.9060 -0.17 0.17 -0.14
C -1.4909 0.3677 0.4343 0.02 -0.01 0.20
C -2.3874 -0.6309 1.1255 -0.04 0.00 -0.01
H 3.1927 0.7967 0.1400 -0.04 -0.15 -0.03
H 3.3259 -0.5297 -1.0258 -0.05 0.05 0.13
H 3.5437 -0.8436 0.7018 -0.08 0.09 -0.11
H 1.2600 -1.6020 -0.0564 0.04 0.12 0.01
H 1.1510 -0.3188 1.1421 0.04 -0.05 -0.13
H 0.9425 0.1004 -1.8811 -0.04 0.04 0.14
H 0.7746 1.3601 -0.6461 -0.07 -0.14 0.02
H -2.6642 0.6770 -1.4583 0.12 0.01 0.13
H -1.4023 1.9602 -1.0968 -0.05 -0.18 0.04
H -0.9288 1.0197 1.1093 -0.04 -0.09 -0.14
H -3.0033 -0.1515 1.8941 0.07 -0.03 -0.13
H -3.0494 -1.1278 0.4096 0.12 0.09 0.06
H -1.7795 -1.4044 1.6091 -0.09 0.12 -0.04
```
Forces are in eV/Å.

Calculated values
- LUMO: 1.2 eV
- SMILES: CCCN1C[C@H]1C
- HOMO-LUMO gap: 10.3 eV
- Relative energy (zero: lowest compared OMol25 entry of this formula, charge and spin): 84.9 kJ/mol
- HOMO level: -9.1 eV